This record from the OMol25 dataset describes a structure of composition C36H41BrCoN8O4S2 in a non-equilibrium geometry. The level of theory is the ωB97M-V functional and the def2-TZVPD basis.

Properties
LUMO (spin up / spin down): 0.19 / 0.19 eV
Orbital gap (spin up / spin down): 7.5 / 7.6 eV
Spin multiplicity: 4

```
93
Properties=species:S:1:pos:R:3:mulliken_spin:R:1
Co 0.51 -0.22 -0.27 2.85
Br -2.21 -3.64 -1.92 0.00
C -3.04 -1.94 -1.62 0.00
C -4.43 -1.89 -1.60 0.00
C -5.00 -0.64 -1.41 0.00
C -4.18 0.47 -1.27 0.00
C -2.81 0.28 -1.31 0.01
N -2.25 -0.92 -1.47 0.02
C -1.88 1.47 -1.17 0.00
O -2.32 2.60 -1.41 0.01
O -0.71 1.17 -0.82 0.01
H -5.02 -2.78 -1.74 0.00
H -6.08 -0.54 -1.37 0.00
H -4.57 1.47 -1.14 0.00
C 2.45 -5.75 -1.04 0.00
C 2.82 -4.26 -0.99 0.00
C 2.44 -3.50 -2.24 0.00
C 3.17 -3.78 -3.40 0.00
C 2.92 -3.11 -4.58 0.00
C 1.93 -2.14 -4.61 0.00
C 1.18 -1.83 -3.49 -0.01
C 0.07 -0.81 -3.61 0.01
C -1.06 -1.29 -4.53 0.00
C 1.44 -2.52 -2.30 0.00
N 0.68 -2.14 -1.16 0.03
C 0.02 -3.01 -0.48 -0.02
C -0.72 -2.61 0.67 0.03
C -1.60 -3.33 1.49 0.00
C -2.11 -2.40 2.40 0.01
C -1.52 -1.17 2.07 -0.01
N -0.67 -1.29 1.04 0.01
H 2.72 -6.26 -0.12 0.00
H 2.96 -6.24 -1.87 0.00
H 1.38 -5.88 -1.20 0.00
H 3.91 -4.18 -0.86 0.00
H 2.36 -3.81 -0.12 0.00
H 3.96 -4.53 -3.35 0.00
H 3.50 -3.34 -5.47 0.00
H 1.73 -1.60 -5.53 0.00
H 0.50 0.12 -3.99 0.00
H -0.36 -0.58 -2.64 0.02
H -0.71 -1.39 -5.56 0.00
H -1.88 -0.57 -4.52 0.00
H -1.44 -2.26 -4.20 0.00
H -0.02 -4.06 -0.80 0.01
H -1.84 -4.38 1.41 0.00
H -2.83 -2.58 3.18 0.00
H -1.68 -0.21 2.53 0.00
N 2.33 -2.90 3.93 0.00
C 1.92 -2.41 2.62 0.00
C 2.14 -0.92 2.50 -0.01
O 2.50 -0.33 3.64 0.00
O 2.00 -0.30 1.47 0.00
H 1.63 -3.51 4.33 0.00
H 2.56 -1.08 4.28 0.00
H 3.20 -3.42 3.89 0.00
H 0.86 -2.57 2.44 0.00
H 2.46 -2.88 1.79 0.00
C 3.19 4.34 1.92 0.00
C 2.50 3.98 0.65 -0.01
C 1.60 4.76 0.00 0.01
C 0.97 4.22 -1.14 -0.01
N 1.28 3.03 -1.63 0.01
C 2.17 2.27 -1.00 0.01
S 2.53 0.68 -1.48 0.02
N 2.78 2.77 0.12 0.01
C -0.12 4.96 -1.85 0.00
H 2.86 5.31 2.27 0.00
H 4.28 4.37 1.78 0.00
H 2.96 3.59 2.68 0.00
H 1.32 5.73 0.39 0.00
H 3.36 2.11 0.62 0.00
H -0.36 5.91 -1.37 0.00
H -1.00 4.31 -1.87 0.00
H 0.18 5.14 -2.89 0.00
N 0.09 1.41 4.41 0.00
C -0.58 2.16 3.48 0.00
S 0.23 2.81 2.18 0.00
N -1.89 2.29 3.77 0.00
C -2.97 2.85 3.05 0.00
C -4.24 2.50 3.50 0.00
C -5.37 3.00 2.88 0.00
C -5.24 3.87 1.80 0.00
C -3.97 4.21 1.36 0.00
C -2.83 3.71 1.97 0.00
H 1.02 1.12 4.14 0.00
H -0.41 0.81 5.04 0.00
H -2.19 1.81 4.61 0.00
H -4.35 1.81 4.34 0.00
H -6.35 2.72 3.25 0.00
H -6.12 4.26 1.31 0.00
H -3.85 4.86 0.50 0.00
H -1.85 3.97 1.60 0.00
```

This record from the OMol25 dataset describes a structure of composition C36H41BrFN8O12V in a non-equilibrium geometry. The level of theory is the ωB97M-V functional and the def2-TZVPD basis.

Properties
Total charge: +1
LUMO (spin up / spin down): -5.03 / -4.51 eV
Orbital gap (spin up / spin down): 4.3 / 4.8 eV
Spin multiplicity: 2

```
100
Properties=species:S:1:pos:R:3:mulliken_spin:R:1
V -0.30 0.37 -0.38 1.05
C 3.55 1.96 2.82 0.00
N 3.85 1.78 1.41 0.00
C 5.04 2.43 0.94 0.00
C 3.03 1.04 0.67 0.01
O 2.04 0.47 1.14 0.02
C 3.34 0.85 -0.81 0.00
O 2.41 -0.07 -1.39 0.00
C 2.60 -1.41 -1.03 0.01
C 1.39 -1.98 -0.27 0.00
O 0.34 -1.33 -0.21 -0.05
N 1.52 -3.20 0.26 0.01
C 0.45 -3.78 1.04 0.00
C 2.73 -3.99 0.13 0.00
H 4.39 1.62 3.42 0.00
H 2.66 1.38 3.06 0.00
H 3.35 3.01 3.03 0.00
H 5.92 1.83 1.18 0.00
H 5.14 3.40 1.44 0.00
H 5.00 2.61 -0.14 0.00
H 4.36 0.50 -0.97 0.00
H 3.17 1.80 -1.32 0.00
H 3.50 -1.53 -0.41 0.00
H 2.72 -2.00 -1.95 0.00
H -0.38 -3.08 1.09 0.00
H 0.80 -4.00 2.05 0.00
H 0.11 -4.71 0.58 0.00
H 3.04 -4.06 -0.92 0.00
H 2.53 -4.99 0.50 0.00
H 3.55 -3.57 0.71 0.00
O -1.30 2.57 5.88 0.00
C -1.19 1.36 5.84 0.00
O -1.10 0.41 6.57 0.00
C -1.06 0.89 4.28 0.00
C -0.09 -0.05 3.97 0.00
C 0.09 -0.40 2.64 0.00
N -0.63 0.15 1.68 -0.02
C -1.60 1.00 1.99 -0.01
C -1.85 1.43 3.29 0.00
C -2.45 1.40 0.79 0.00
O -3.28 2.26 0.87 0.00
O -2.15 0.71 -0.25 -0.01
H 0.51 -0.50 4.75 0.00
H 0.84 -1.12 2.34 0.00
H -2.62 2.16 3.48 0.00
C 3.40 1.64 -4.23 0.00
C 2.73 0.57 -5.10 0.00
N 1.71 1.15 -5.94 0.00
C 2.13 2.01 -7.05 0.00
C 1.80 3.48 -6.82 0.00
C 0.40 1.09 -5.70 0.00
O -0.42 1.71 -6.37 0.00
C -0.20 0.25 -4.60 -0.01
C -1.35 -0.47 -4.93 0.01
C -2.12 -0.99 -3.91 0.00
C -1.74 -0.78 -2.60 0.02
N -0.64 -0.11 -2.27 -0.05
C 0.12 0.39 -3.25 0.00
H 4.10 1.17 -3.54 0.00
H 2.65 2.19 -3.68 0.00
H 3.95 2.34 -4.85 0.00
H 2.28 -0.20 -4.47 0.00
H 3.48 0.09 -5.74 0.00
H 1.62 1.66 -7.95 0.00
H 3.20 1.87 -7.19 0.00
H 0.73 3.64 -6.93 0.00
H 2.32 4.09 -7.54 0.00
H 2.09 3.79 -5.82 0.00
H -1.65 -0.55 -5.96 0.00
H -3.05 -1.50 -4.13 0.00
H -2.35 -1.13 -1.77 0.00
H 0.99 0.96 -2.95 0.01
F -4.91 2.79 -2.34 0.00
C -3.62 2.92 -2.63 0.00
C -2.79 3.51 -1.74 0.00
N -1.45 3.62 -2.00 0.00
C -0.51 4.17 -1.04 0.00
C 0.56 3.14 -0.60 0.01
O 1.68 3.46 -0.29 -0.01
O 0.15 1.91 -0.57 0.01
C -0.90 3.20 -3.20 0.00
O 0.30 3.23 -3.39 0.00
N -1.80 2.73 -4.12 0.00
C -3.14 2.41 -3.91 0.00
O -3.76 1.77 -4.72 0.00
H -3.17 3.88 -0.80 0.00
H -1.04 4.50 -0.15 0.00
H 0.03 5.01 -1.49 0.00
H -1.42 2.45 -5.04 0.00
Br -3.33 -1.88 2.33 0.00
C -3.31 -3.04 0.81 0.00
C -4.30 -4.00 0.67 0.00
C -4.19 -4.85 -0.42 0.00
C -3.12 -4.70 -1.29 0.00
C -2.21 -3.69 -1.05 0.00
N -2.31 -2.87 -0.02 0.00
H -5.10 -4.08 1.38 0.00
H -4.93 -5.63 -0.58 0.00
H -3.01 -5.35 -2.14 0.00
H -1.36 -3.52 -1.70 0.00
```

ΔE to the lowest compared entry with this formula, charge and spin (kcal per mole)
11.0, 26.1